A structure of composition C38H46BrO2PtSe. Source: the Open Molecules 2025 dataset; level of theory: the ωB97M-V functional and the def2-TZVPD basis.

The LUMO energy (alpha / beta) is 2.20 / 2.19 eV. The calculation puts the total energy at -182885.3422 eV. The net charge is -1. The value obtained for the gap between HOMO and LUMO (alpha / beta) is 6.208 / 6.228 eV. The calculation puts the HOMO energy (alpha / beta) at -4.01 / -4.04 eV.

Last column: Löwdin charge in e.
Positions of all 89 atoms, in Å:
Pt -0.41 2.27 1.57  0.810
C 1.63 -1.39 -5.24  -0.051
C 1.04 0.02 -5.11  -0.563
C -0.39 -0.01 -5.65  -0.072
C 1.85 1.00 -5.97  -0.055
C 1.08 0.46 -3.65  -0.196
C -0.05 0.76 -2.91  -0.085
C 0.06 1.16 -1.59  -0.398
Se -1.54 1.42 -0.54  1.042
C -1.68 -0.40 0.09  -0.390
C -2.25 -1.32 -0.78  -0.089
C -2.32 -2.66 -0.45  -0.188
C -1.77 -3.03 0.78  0.014
C -1.20 -2.14 1.67  -0.086
C -1.16 -0.74 1.36  -0.366
O -0.69 0.13 2.20  -0.214
C -0.59 -2.64 2.99  -0.534
C -0.69 -4.16 3.15  -0.081
C 0.90 -2.26 3.03  -0.039
C -1.34 -2.01 4.18  -0.040
C -2.95 -3.64 -1.43  -0.560
C -4.42 -3.24 -1.67  -0.053
C -2.18 -3.60 -2.76  -0.051
C -2.93 -5.08 -0.91  -0.073
C 1.29 1.31 -0.91  -0.411
O 1.36 1.74 0.30  -0.277
C 2.46 0.95 -1.67  -0.090
C 2.31 0.55 -2.98  0.004
C 3.84 1.00 -1.00  -0.538
C 4.14 2.43 -0.51  -0.047
C 4.97 0.58 -1.94  -0.082
C 3.83 0.03 0.20  -0.043
H 1.59 -1.72 -6.28  0.077
H 1.07 -2.09 -4.62  0.084
H 2.67 -1.41 -4.92  0.074
H -0.38 -0.33 -6.70  0.079
H -0.85 0.98 -5.60  0.085
H -1.00 -0.72 -5.09  0.075
H 1.82 0.71 -7.02  0.076
H 2.90 1.03 -5.65  0.073
H 1.45 2.01 -5.87  0.087
H -1.04 0.70 -3.34  0.087
H -2.63 -0.95 -1.72  0.094
H -1.79 -4.08 1.05  0.080
H -0.16 -4.69 2.36  0.083
H -1.74 -4.49 3.16  0.081
H -0.24 -4.44 4.10  0.079
H 1.43 -2.75 2.20  0.088
H 1.35 -2.58 3.97  0.079
H 1.02 -1.19 2.93  0.076
H -2.39 -2.29 4.16  0.088
H -1.27 -0.93 4.12  0.049
H -0.90 -2.34 5.12  0.081
H -4.49 -2.24 -2.09  0.075
H -4.97 -3.25 -0.72  0.087
H -4.90 -3.94 -2.36  0.077
H -2.22 -2.60 -3.20  0.068
H -2.61 -4.31 -3.48  0.079
H -1.14 -3.86 -2.59  0.089
H -3.49 -5.17 0.03  0.084
H -1.91 -5.43 -0.75  0.084
H -3.40 -5.74 -1.64  0.078
H 3.20 0.29 -3.54  0.088
H 4.13 3.12 -1.35  0.085
H 5.12 2.47 -0.03  0.077
H 3.38 2.75 0.21  0.070
H 5.03 1.25 -2.80  0.080
H 4.84 -0.44 -2.29  0.080
H 5.92 0.64 -1.40  0.078
H 3.05 0.30 0.90  0.074
H 4.80 0.05 0.71  0.078
H 3.64 -0.99 -0.15  0.086
Br 0.00 4.96 1.03  0.860
C -0.52 5.44 2.81  -0.562
C -0.59 6.78 3.09  -0.152
C -0.94 7.20 4.39  -0.098
C -1.22 6.26 5.35  -0.049
C -1.16 4.88 5.06  -0.178
C -1.46 3.92 6.06  -0.070
C -1.39 2.59 5.76  -0.086
C -1.04 2.16 4.47  -0.116
C -0.76 3.04 3.44  -0.267
C -0.81 4.43 3.75  -0.225
H -0.36 7.50 2.32  0.091
H -0.99 8.25 4.61  0.097
H -1.49 6.58 6.35  0.106
H -1.74 4.27 7.04  0.100
H -1.62 1.85 6.53  0.099
H -1.00 1.10 4.27  0.061

=====

A structure of composition C38H46CrP2Si. Source: the Open Molecules 2025 dataset; level of theory: the ωB97M-V functional and the def2-TZVPD basis.

The expectation value of S² is 6.223. The LUMO energy (alpha / beta) is 0.18 / 0.13 eV. The calculation puts the total energy at -95018.9608 eV. The value obtained for the gap between HOMO and LUMO (alpha / beta) is 5.606 / 5.607 eV. The calculation puts the HOMO energy (alpha / beta) at -5.43 / -5.48 eV. Its spin multiplicity is 5.

Last column: Löwdin spin population.
Positions of all 88 atoms, in Å:
Cr 0.30 0.75 -0.69  3.574
C -2.24 0.91 -3.12  0.006
C -1.83 -0.37 -2.98  0.006
C -0.72 -0.98 -3.75  0.000
C 0.58 -0.17 -3.89  -0.002
C 0.96 0.59 -2.63  -0.047
C 0.49 1.88 -2.35  0.008
C -0.29 2.67 -3.37  -0.006
C -1.58 2.02 -3.90  0.001
C 0.60 0.29 2.68  0.011
H -3.24 1.14 -2.73  0.000
H -2.58 -1.08 -2.56  -0.001
H -1.04 -1.35 -4.74  -0.001
H -0.52 -1.94 -3.25  0.002
H 1.41 -0.87 -4.14  0.000
H 0.52 0.51 -4.78  -0.002
H 1.98 0.34 -2.28  0.007
H 0.80 2.44 -1.45  0.017
H 0.36 2.91 -4.23  -0.005
H -0.53 3.67 -2.96  0.001
H -2.35 2.81 -4.03  0.000
H -1.42 1.66 -4.93  0.000
H 1.44 0.54 3.34  0.001
H 0.75 0.84 1.74  0.008
H 0.59 -0.80 2.46  0.000
P -1.16 -1.41 0.07  0.050
P 2.50 -0.50 -0.04  0.066
C 0.23 -2.16 -0.84  0.135
C 1.59 -1.78 -0.95  0.067
C -2.23 -2.77 0.56  0.009
C -2.63 -3.62 -0.49  0.001
C -3.57 -4.61 -0.22  0.000
C -4.05 -4.77 1.09  0.001
C -3.57 -3.99 2.16  0.000
C -2.63 -2.99 1.91  0.001
C -2.31 -0.01 -0.36  0.012
C -1.68 1.28 -0.53  -0.016
C -2.30 2.51 -0.21  -0.009
C -3.68 2.48 -0.11  -0.001
C -4.38 1.26 -0.23  -0.014
C -3.71 0.02 -0.27  0.003
C 3.81 -1.22 0.90  0.013
C 3.54 -2.47 1.50  -0.002
C 4.61 -3.22 1.98  0.001
C 5.92 -2.73 1.89  -0.005
C 6.17 -1.47 1.31  0.002
C 5.12 -0.70 0.84  -0.003
C 3.06 1.29 -0.53  0.035
C 2.53 2.38 0.21  0.023
C 2.92 3.68 -0.10  0.003
C 3.87 3.92 -1.09  0.015
C 4.43 2.84 -1.77  0.002
C 4.02 1.54 -1.52  0.013
H -0.07 -3.14 -1.27  0.007
H 2.26 -2.43 -1.56  0.003
H -2.20 -3.48 -1.49  0.000
H -3.91 -5.25 -1.04  0.000
H -4.82 -5.51 1.28  0.000
H -3.94 -4.16 3.18  0.000
H -2.21 -2.40 2.74  0.000
H -1.07 1.42 -1.50  -0.002
H -1.70 3.42 -0.16  0.000
H -4.21 3.41 0.11  0.000
H -5.46 1.27 -0.12  -0.001
H -4.24 -0.93 -0.19  -0.001
H 2.51 -2.83 1.50  0.001
H 4.41 -4.21 2.40  0.000
H 6.75 -3.35 2.24  0.000
H 7.20 -1.12 1.20  0.000
H 5.28 0.26 0.35  0.000
H 1.86 2.22 1.06  0.007
H 2.47 4.49 0.48  0.000
H 4.17 4.95 -1.30  0.001
H 5.23 2.99 -2.48  0.000
H 4.45 0.70 -2.06  0.001
C -2.62 0.57 2.75  0.000
Si -1.01 0.84 3.68  0.001
C -0.96 2.71 3.72  0.000
C -1.25 -0.43 5.08  0.000
H -2.75 1.29 1.94  0.000
H -3.52 0.69 3.38  0.000
H -2.74 -0.40 2.27  0.000
H -1.72 3.18 4.36  0.000
H -0.01 3.16 4.02  0.000
H -1.16 3.12 2.72  0.000
H -2.22 -0.40 5.60  0.000
H -1.23 -1.45 4.66  0.000
H -0.47 -0.38 5.85  0.000

=====

A structure of composition C38H46FN10O3Se2V. Source: the Open Molecules 2025 dataset; level of theory: the ωB97M-V functional and the def2-TZVPD basis.

The expectation value of S² is 3.757. The LUMO energy (alpha / beta) is -2.42 / -2.45 eV. The calculation puts the total energy at -220292.5847 eV. The net charge is +1. The value obtained for the gap between HOMO and LUMO (alpha / beta) is 7.041 / 8.038 eV. The calculation puts the HOMO energy (alpha / beta) at -9.46 / -10.49 eV. Its spin multiplicity is 4.

Last column: Löwdin spin population.
Positions of all 101 atoms, in Å:
V -0.14 -0.12 0.07  2.706
Se 3.67 -1.01 -3.11  0.002
Se 2.92 -2.13 -1.21  0.002
C 1.12 -2.44 -1.86  0.011
C 0.89 -3.61 -2.56  0.000
C -0.32 -3.79 -3.21  0.010
C -1.24 -2.76 -3.17  0.000
C -0.94 -1.64 -2.41  0.014
N 0.19 -1.49 -1.72  0.014
C 3.40 0.81 -2.55  0.000
C 4.53 1.60 -2.33  0.000
C 4.33 2.91 -1.92  0.000
C 3.03 3.36 -1.73  0.000
C 1.98 2.48 -1.98  0.001
N 2.16 1.23 -2.40  0.003
H 1.68 -4.35 -2.63  0.000
H -0.52 -4.70 -3.76  0.001
H -2.18 -2.81 -3.70  0.000
H -1.63 -0.81 -2.34  0.002
H 5.52 1.20 -2.47  0.000
H 5.17 3.56 -1.74  0.000
H 2.83 4.37 -1.39  0.000
H 0.96 2.80 -1.84  0.000
C 3.49 4.69 4.87  0.000
C 3.48 3.21 5.19  0.000
C 4.82 2.68 5.69  0.000
C 5.87 2.76 4.59  0.000
C 5.38 2.08 3.34  0.000
C 6.26 1.58 2.41  0.002
C 5.78 0.94 1.26  0.000
F 6.68 0.47 0.38  0.000
C 4.45 0.78 1.02  0.001
C 3.54 1.29 1.95  0.000
C 2.10 1.13 1.68  0.009
O 1.77 0.52 0.63  0.023
C 1.22 1.67 2.66  0.004
C 1.76 2.30 3.75  0.003
N 3.06 2.43 4.00  0.006
C 4.00 1.94 3.10  0.002
C -0.29 1.69 2.57  0.008
O -0.92 2.28 3.44  0.010
O -0.81 1.10 1.56  0.026
H 3.81 5.27 5.74  0.000
H 2.50 5.03 4.58  0.000
H 4.17 4.92 4.04  0.000
H 2.72 3.01 5.95  0.000
H 4.70 1.64 6.01  0.000
H 5.12 3.26 6.56  0.000
H 6.80 2.28 4.92  0.000
H 6.12 3.80 4.38  0.000
H 7.33 1.66 2.56  0.000
H 4.08 0.27 0.14  0.000
H 1.08 2.72 4.47  0.000
C -3.60 -0.47 -0.34  0.002
N -4.93 -0.95 0.00  0.000
C -4.95 -2.41 -0.15  0.000
N -3.95 -3.07 0.69  0.000
C -2.64 -2.55 0.35  0.001
N -2.54 -1.08 0.50  0.004
C -2.87 -0.76 1.92  0.001
N -4.19 -1.26 2.29  0.000
C -5.18 -0.65 1.42  0.000
C -4.23 -2.71 2.09  0.000
H -3.56 0.61 -0.20  0.000
H -3.41 -0.71 -1.39  0.000
H -4.75 -2.66 -1.20  0.000
H -5.94 -2.78 0.11  0.000
H -2.42 -2.81 -0.69  0.000
H -1.90 -3.01 0.99  0.000
H -2.83 0.32 2.05  0.000
H -2.11 -1.21 2.55  0.000
H -5.16 0.44 1.56  0.000
H -6.18 -1.01 1.69  0.000
H -5.22 -3.08 2.36  0.000
H -3.48 -3.18 2.73  0.000
C 1.43 -3.28 4.16  0.002
C 0.99 -3.80 2.79  0.006
C 2.16 -4.49 2.08  0.002
C -0.21 -4.74 2.92  0.002
C 0.59 -2.64 1.97  0.045
N 0.30 -1.73 1.33  0.013
H 1.70 -4.13 4.79  0.000
H 0.62 -2.73 4.65  0.000
H 2.29 -2.62 4.08  0.000
H 2.51 -5.31 2.70  0.000
H 2.99 -3.80 1.91  0.000
H 1.86 -4.90 1.11  0.000
H 0.09 -5.61 3.51  0.000
H -0.55 -5.09 1.94  0.000
H -1.04 -4.25 3.42  0.000
C -3.15 3.97 -0.85  0.002
N -2.42 3.24 -1.88  0.013
C -2.62 3.57 -3.29  0.002
C -1.65 2.24 -1.53  0.030
N -0.94 1.40 -1.18  0.012
H -2.88 5.03 -0.89  0.000
H -2.90 3.57 0.13  0.000
H -4.23 3.87 -1.02  0.000
H -2.36 4.62 -3.46  0.000
H -3.67 3.42 -3.56  0.000
H -2.00 2.94 -3.91  0.000